Here is a 2-piece molecular cluster, C4H9O2 overall from the OMol25 dataset. Energies are from the ωB97M-V functional and the def2-TZVPD basis.

As for the net charge: -1. The relative energy (zero: lowest compared OMol25 entry of this formula, charge and spin) is 25.4 kcal per mole. The largest force on an atom comes out at 3.82 eV Å⁻¹. Its spin multiplicity is 1. The gap between HOMO and LUMO is 7.6 eV. As for the total energy: -8389.3891 eV.

```
15
Properties=species:S:1:pos:R:3:mulliken_charge:R:1
C -0.814 -0.830 -1.853 -0.788
C 0.148 0.282 -1.510 0.621
O 1.123 -0.107 -0.794 -0.777
O -0.085 1.511 -1.661 -0.753
H -0.532 -1.427 -2.748 0.237
H -1.651 -0.242 -2.298 0.273
H -1.083 -1.501 -1.048 0.208
C 0.055 0.327 2.995 -0.912
C -0.199 -0.933 2.102 -0.401
H 0.533 1.175 2.476 0.280
H -0.812 0.736 3.521 0.250
H 0.728 0.187 3.852 0.286
H 0.504 -1.650 2.575 0.200
H 0.292 -0.507 1.142 -0.037
H -1.222 -1.266 1.914 0.313
```